[1]
The following is a quantum chemistry calculation of H19O10 as an isolated structure, from the Open Molecules 2025 dataset.

Geometry as XYZ:
```
29
H19O10 | the Open Molecules 2025 dataset | the ωB97M-V functional and the def2-TZVPD basis
O -3.07 0.28 1.10
H 1.88 -3.30 -1.19
O 2.15 -3.31 -2.10
H -3.32 -0.08 1.95
H -2.10 -2.72 -1.35
O 2.79 1.71 0.87
H 2.05 2.30 0.71
H -0.50 2.20 1.25
H 1.09 -1.16 0.06
O -2.54 -2.02 -1.87
O 0.45 0.23 3.80
H 1.71 0.34 -2.88
O -0.77 -0.16 -1.43
H 3.18 1.60 0.00
O 1.05 -2.12 0.04
H -2.22 1.83 -0.34
H -1.02 0.98 -0.85
O -1.29 1.84 -0.12
H 0.05 -2.13 0.17
H -0.95 2.11 2.77
H 1.32 0.08 3.31
H -1.97 -1.23 -1.60
H -2.54 -0.25 0.49
O 1.53 1.20 -2.51
H 0.64 1.13 -2.19
H 2.59 -2.62 -2.58
H 0.00 -0.64 -1.15
H 0.08 0.88 3.16
O -0.22 2.38 2.21
```

Summary:
LUMO energy = 2.94 eV
charge = -1
frontier orbital gap = 9.195 eV
HOMO energy = -6.26 eV
E_tot = -20784.661 eV
ΔE to the lowest compared entry with this formula, charge and spin = 42.8 kcal/mol

Here are the Löwdin charges for atoms 1 to 2, given in e:
1 O -0.06
2 H -0.01



[2]
The following is a quantum chemistry calculation of C2H2CeF as an isolated structure, from the Open Molecules 2025 dataset.

Geometry as XYZ:
```
6
C2H2CeF | the Open Molecules 2025 dataset | the ωB97M-V functional and the def2-TZVPD basis
H -0.46 -0.25 2.41
H 0.54 -1.63 -0.92
Ce -0.25 3.03 -1.78
C 0.11 0.62 -1.13
F -0.23 -1.18 2.45
C 0.29 -0.59 -1.02
```

Summary:
spin multiplicity = 2
LUMO energy (spin up / spin down) = -12.46 / -11.93 eV
charge = +2
frontier orbital gap (spin up / spin down) = 6.305 / 6.897 eV
expectation value of S² = 0.76
HOMO energy (spin up / spin down) = -18.77 / -18.83 eV
E_tot = -17728.553 eV
ΔE to the lowest compared entry with this formula, charge and spin = 0.0 kcal/mol

Here are the Löwdin charges for atoms 1 to 2, given in e:
1 H 0.10
2 H 0.08



[3]
The following is a quantum chemistry calculation of C22H30HfO2Si as an isolated structure, from the Open Molecules 2025 dataset.

Geometry as XYZ:
```
56
C22H30HfO2Si | the Open Molecules 2025 dataset | the ωB97M-V functional and the def2-TZVPD basis
C 1.53 -1.41 -1.58
C -0.13 3.52 1.72
C 1.09 -3.15 2.65
H 1.34 -4.08 2.14
H 1.60 -3.10 3.62
C 3.21 0.81 -1.77
Hf 0.28 -0.53 1.13
C -0.25 1.33 2.75
O -1.00 -1.89 2.28
H 2.10 3.18 1.30
H -3.91 -0.37 -5.63
H -0.93 -3.96 2.43
H 3.26 -1.19 0.95
C 1.15 2.77 1.60
C -0.42 -3.09 2.87
H -0.08 0.75 -3.71
C -3.11 -0.16 -2.23
C -0.99 2.42 2.23
H -3.61 -0.12 -1.24
C -1.93 0.08 -4.79
C -3.85 -0.42 -3.41
H 3.84 1.67 -1.87
H -2.60 -1.48 3.57
H -0.64 -3.12 3.94
H -2.78 -0.92 1.89
C -1.73 0.16 -2.40
C 1.14 1.50 2.29
H -1.54 4.64 -1.16
H -1.74 3.39 0.11
H 3.50 -1.87 2.60
C 2.78 -1.46 -2.22
H 0.03 3.58 -0.82
C 1.09 -0.12 -1.13
C 3.00 -2.01 1.64
H 1.60 1.95 -0.80
H 2.05 0.96 2.62
C -1.12 0.35 -3.66
H -0.60 0.61 3.52
C 3.67 -0.40 -2.28
H -0.58 4.50 0.76
C 1.97 1.00 -1.18
O 1.58 -2.07 1.81
H -0.06 4.16 2.62
C -2.41 -1.74 2.51
C -3.27 -0.35 -4.71
H -4.93 -0.47 -3.33
H 4.64 -0.45 -2.81
Si -0.77 -0.21 -0.94
H 3.15 -2.37 -2.68
H -2.05 2.47 2.36
C -0.87 4.16 -0.23
H 3.35 -2.94 1.20
H -1.49 0.05 0.51
H 0.84 -2.28 -1.53
H -1.51 0.40 -5.75
H -2.91 -2.68 2.24
```

Summary:
LUMO energy (spin up / spin down) = -7.04 / -7.23 eV
charge = +2
frontier orbital gap (spin up / spin down) = 5.170 / 4.747 eV
HOMO energy (spin up / spin down) = -12.21 / -11.97 eV
E_tot = -36554.663 eV
ΔE to the lowest compared entry with this formula, charge and spin = 141.8 kcal/mol

Here are the Löwdin charges for atoms 1 to 2, given in e:
1 C -0.11
2 C -0.24



[4]
The following is a quantum chemistry calculation of an isolated ion of composition C2H11N3P and charge +1, from the Open Molecules 2025 dataset.

Geometry as XYZ:
```
17
C2H11N3P | the Open Molecules 2025 dataset | the ωB97M-V functional and the def2-TZVPD basis
H -0.75 1.05 -2.31
H -2.46 -1.18 0.79
H -1.13 -1.50 -0.33
H -0.41 1.10 2.69
H -1.74 0.04 2.81
N -0.97 0.34 2.21
H 1.78 0.81 -2.10
C 0.85 0.35 -1.62
H 1.18 -1.76 0.71
N -0.23 1.13 -1.54
H 0.57 -0.53 -2.19
H -0.02 2.07 -1.26
C -0.68 -0.20 1.07
H 2.57 -0.72 -0.41
H 1.71 0.60 0.90
N -1.53 -1.10 0.50
P 1.28 -0.48 0.09
```

Summary:
LUMO energy = -3.03 eV
charge = +1
frontier orbital gap = 10.170 eV
HOMO energy = -13.20 eV
E_tot = -16002.424 eV
ΔE to the lowest compared entry with this formula, charge and spin = 52.4 kcal/mol

Here are the Löwdin charges for atoms 1 to 2, given in e:
1 H 0.04
2 H 0.10



[5]
The following is a quantum chemistry calculation of a 2-piece molecular cluster, C4H13N2O2 overall, from the Open Molecules 2025 dataset.

Geometry as XYZ:
```
21
C4H13N2O2 | the Open Molecules 2025 dataset | the ωB97M-V functional and the def2-TZVPD basis
C 0.04 0.64 -0.26
H -2.32 -0.66 0.19
C -1.71 -1.29 -0.44
H 1.43 -1.24 0.70
H -0.04 -1.46 1.61
C -2.05 1.57 -1.39
H -2.12 -1.11 -1.43
H 0.29 -1.19 -1.24
O 2.77 -0.52 1.64
C -0.25 -0.90 -0.34
H -2.22 2.58 -1.75
H -0.37 2.51 -0.50
H 2.25 0.16 2.10
O 1.16 0.92 0.29
H 3.24 0.04 1.01
H -1.90 -2.34 -0.24
H 0.45 -2.68 0.65
N 0.46 -1.66 0.75
H -2.84 1.13 -0.80
N -0.76 1.58 -0.63
H -1.93 0.93 -2.25
```

Summary:
spin multiplicity = 2
LUMO energy (spin up / spin down) = -8.40 / -13.31 eV
charge = +2
frontier orbital gap (spin up / spin down) = 12.186 / 6.893 eV
expectation value of S² = 0.76
HOMO energy (spin up / spin down) = -20.58 / -20.20 eV
E_tot = -11414.050 eV
ΔE to the lowest compared entry with this formula, charge and spin = 27.8 kcal/mol

Here are the Löwdin charges for atoms 1 to 2, given in e:
1 C -0.26
2 H 0.10



[6]
The following is a quantum chemistry calculation of an isolated ion of composition HN2O5 and charge -1, from the Open Molecules 2025 dataset.

Geometry as XYZ:
```
8
HN2O5 | the Open Molecules 2025 dataset | the ωB97M-V functional and the def2-TZVPD basis
N -1.66 0.47 0.14
H 1.61 0.45 -0.83
O -0.87 -0.72 0.56
O -2.81 0.15 -0.07
O 2.71 -0.93 0.05
O -1.06 1.51 -0.04
N 1.57 -0.54 -0.49
O 0.52 -0.40 0.68
```

Summary:
LUMO energy (spin up / spin down) = 3.81 / 3.81 eV
charge = -1
frontier orbital gap (spin up / spin down) = 6.268 / 6.269 eV
HOMO energy (spin up / spin down) = -2.46 / -2.46 eV
E_tot = -13225.010 eV
ΔE to the lowest compared entry with this formula, charge and spin = 114.5 kcal/mol

Here are the Löwdin charges for atoms 1 to 2, given in e:
1 N -0.39
2 H 0.06



[7]
The following is a quantum chemistry calculation of C34H39N5O2P2S2Ti as an isolated structure, from the Open Molecules 2025 dataset.

Geometry as XYZ:
```
85
C34H39N5O2P2S2Ti | the Open Molecules 2025 dataset | the ωB97M-V functional and the def2-TZVPD basis
H 5.97 1.29 -2.46
C 3.09 -3.00 0.29
C -4.03 -2.44 0.37
C -0.96 -0.31 7.47
H 3.42 -0.14 1.86
O 1.79 1.07 6.22
C -2.65 3.32 -1.79
H 4.32 3.36 -1.87
N -2.50 1.51 -0.40
C 1.07 0.88 -3.44
H -2.19 -4.09 2.59
O -0.13 2.60 5.76
C 4.16 2.32 -1.66
H 2.58 -3.59 -0.44
C -2.51 -1.94 6.52
H -0.14 3.28 1.11
N 3.12 0.39 -0.99
H 1.42 2.45 1.12
H 0.20 -3.92 -1.36
C 0.35 2.31 1.27
C 3.04 1.78 -1.03
H 4.71 -0.94 -1.54
C -2.64 -3.56 1.77
C -1.90 -1.34 7.64
C -3.98 -3.23 1.57
H 0.89 0.76 -5.67
H 1.85 -2.38 -2.10
C 5.01 1.22 -1.97
H 0.78 3.51 -4.56
Ti -0.64 1.00 0.10
P -0.17 -2.99 0.75
H -2.58 2.72 1.46
S 0.49 1.30 5.65
H -2.41 4.85 -0.17
H 0.67 2.41 -1.99
H -2.38 -1.58 -0.80
C -2.37 2.70 0.38
C -0.61 0.02 6.16
H 0.23 1.96 2.32
C 0.84 0.15 -4.76
C -0.03 -2.88 -1.07
C -2.81 1.92 -1.70
C -2.73 -2.28 -0.07
H -0.54 -1.17 -5.78
C 0.52 2.03 -3.01
C -2.15 -1.55 5.22
C 4.35 0.07 -1.54
H -0.52 3.86 -3.45
P 1.60 -0.68 -0.36
C -1.90 1.37 -4.50
C -0.57 -0.03 3.76
C -0.03 3.03 -3.98
H 1.88 0.42 -2.87
C -1.16 -0.58 5.02
C -0.97 2.42 -5.05
H -2.72 3.90 -2.70
H -2.62 -1.99 4.34
H -0.35 -1.54 -4.10
S -0.97 -0.38 2.00
C -2.44 3.82 -0.48
H -0.98 -2.65 -1.57
H -4.83 -3.52 2.16
H 5.15 -2.06 2.70
N -1.87 -3.05 0.72
C 4.11 -3.33 1.17
C 1.01 -1.86 -1.61
H 4.58 -4.29 1.24
H -1.57 3.27 -5.41
H -3.32 1.27 -2.40
C 4.40 -2.16 1.94
N 2.74 -1.66 0.49
H -2.59 -0.60 -4.30
C -1.71 0.05 -4.44
H 1.67 -0.57 -4.86
H -3.25 -2.73 6.68
H 2.22 2.30 -0.58
C -0.45 -0.69 -4.79
H -2.17 -1.64 8.65
C 3.54 -1.16 1.53
H -0.36 2.08 -5.89
H -4.89 -2.03 -0.15
H 0.56 -1.24 -2.40
H -0.53 0.24 8.31
H -2.90 1.77 -4.28
N 0.40 0.79 4.02
```

Summary:
spin multiplicity = 3
LUMO energy (spin up / spin down) = -0.66 / -1.29 eV
frontier orbital gap (spin up / spin down) = 6.628 / 6.843 eV
expectation value of S² = 2.01
HOMO energy (spin up / spin down) = -7.29 / -8.13 eV
E_tot = -110792.069 eV
ΔE to the lowest compared entry with this formula, charge and spin = 76.0 kcal/mol

Here are the Löwdin charges for atoms 1 to 2, given in e:
1 H 0.09
2 C -0.17



[8]
The following is a quantum chemistry calculation of an isolated ion of composition C3H4N3 and charge +1, from the Open Molecules 2025 dataset.

Geometry as XYZ:
```
10
C3H4N3 | the Open Molecules 2025 dataset | the ωB97M-V functional and the def2-TZVPD basis
H -3.49 1.11 -0.59
C 0.65 -0.63 0.01
H 1.78 0.79 -0.83
C -2.15 -0.10 -0.03
N -2.88 0.80 0.11
N -0.26 -1.49 0.03
H -0.20 -2.46 -0.06
N -1.57 -1.16 0.05
H 2.12 0.54 1.13
C 1.57 0.23 0.17
```

Summary:
LUMO energy = -5.27 eV
charge = +1
frontier orbital gap = 9.741 eV
HOMO energy = -15.01 eV
E_tot = -7634.628 eV
ΔE to the lowest compared entry with this formula, charge and spin = 38.7 kcal/mol

Here are the Löwdin charges for atoms 1 to 2, given in e:
1 H 0.11
2 C -0.02



[9]
The following is a quantum chemistry calculation of a 2-piece molecular cluster, C8H14N overall, from the Open Molecules 2025 dataset.

Geometry as XYZ:
```
23
C8H14N | the Open Molecules 2025 dataset | the ωB97M-V functional and the def2-TZVPD basis
H -1.75 1.41 1.93
N 1.98 -0.29 0.11
H 2.37 -1.63 -1.51
C 2.11 1.03 0.44
H -2.49 0.30 -1.67
H 2.38 1.73 -0.30
H -0.56 0.12 2.15
H 3.83 -0.78 -0.69
H 2.97 1.00 1.14
H -2.26 -0.26 2.29
C -0.62 -1.39 -1.07
C 2.75 -0.60 -1.09
H -3.50 0.66 -0.23
H -2.20 1.86 -0.56
H 1.30 1.55 0.99
C -2.52 0.81 -0.65
C -0.22 -0.28 -0.42
C -1.49 0.37 1.80
C -1.56 0.04 0.29
C -1.53 -1.44 -0.02
H 2.72 0.08 -1.89
H -0.07 -2.04 -1.71
H -1.62 -2.23 0.66
```

Summary:
LUMO energy (spin up / spin down) = -5.30 / -5.74 eV
charge = +1
frontier orbital gap (spin up / spin down) = 8.311 / 7.828 eV
HOMO energy (spin up / spin down) = -13.61 / -13.57 eV
E_tot = -9999.488 eV
ΔE to the lowest compared entry with this formula, charge and spin = 128.9 kcal/mol

Here are the Löwdin charges for atoms 1 to 2, given in e:
1 H 0.09
2 N -0.01